18
Properties=species:S:1:pos:R:3:forces:R:3 method="wB97M-V/def2-TZVPD" mol_weight_da=114.1 de_lowest_kj_mol=627.92 e_homo_ev=-9.595 lumo_energy_ev=0.03
H -0.548750 -1.133712 -1.588375 0.283 -1.350 1.304
H 0.154596 0.989844 2.145827 -2.429 -5.388 4.093
C -0.997749 0.469504 -0.242587 -3.050 -1.809 0.781
H 0.326555 -0.319314 -3.463648 -1.070 3.039 5.427
O 0.434180 1.605557 1.611982 2.141 6.290 -5.893
C 0.242543 1.317257 0.202246 -0.947 2.961 0.404
C 1.070583 -0.007901 -0.243858 0.285 1.255 -0.790
H 0.132784 2.472916 -0.360861 1.275 -3.768 1.412
H -1.248306 -0.196801 1.889312 0.459 -1.776 -2.467
H 0.703754 -2.010835 0.727311 1.201 1.432 -0.394
H 2.070817 0.086187 -0.735506 -0.819 -0.165 0.757
H 1.274016 -0.863704 1.876105 -0.180 0.923 0.051
H -2.189878 0.616108 -0.665189 3.532 0.420 1.658
H -1.275733 -1.652120 0.664657 -1.029 -0.590 -0.365
C 0.749634 -0.880040 0.925349 -2.033 -3.467 -0.796
C -0.858940 -0.697984 0.835904 0.198 4.073 4.186
O 0.088106 0.423402 -2.384372 1.345 -0.193 -6.945
C -0.128212 -0.218365 -1.194299 0.838 -1.888 -2.424



56
Properties=species:S:1:pos:R:3:forces:R:3 method="wB97M-V/def2-TZVPD" mol_weight_da=504.8 de_lowest_kj_mol=0.00 e_homo_ev="-6.143 / -6.145" lumo_energy_ev="-0.49 / -0.49"
P 0.247266 -1.587070 -3.157596 -0.057 -0.735 -0.283
C 1.697466 0.652230 1.062204 -0.002 -0.185 0.184
H 2.249866 2.684530 -3.227796 -0.127 0.039 -0.001
H 1.718166 -2.919970 -4.654296 0.006 0.081 0.155
C -1.448934 0.552330 0.819904 0.136 -0.191 0.066
C 1.214766 3.039930 -3.251596 -0.135 -0.053 -0.074
C 1.821266 -2.420270 -3.682796 -0.098 0.048 0.043
H -2.356734 1.740730 -3.443096 0.077 0.070 -0.008
C -0.149634 -0.668270 -4.731696 -0.085 -0.028 0.100
H -1.239834 -0.692370 -4.853396 0.112 -0.027 0.068
C -1.541334 2.468830 -3.394396 0.100 -0.053 0.034
H -1.762234 3.160330 -2.574896 0.019 -0.089 -0.096
C 0.135666 -1.660670 4.933504 1.277 -1.716 1.056
H 1.229366 -2.315870 2.246804 -0.115 0.318 0.318
H 2.629366 -1.685070 -3.743896 -0.077 -0.070 -0.005
H 1.867366 1.267730 0.165504 -0.126 -0.139 0.159
H -1.946334 -2.671670 -3.247296 0.125 -0.037 -0.013
C 0.333766 0.787330 -4.702596 0.093 0.008 0.105
H 0.410866 -2.637570 4.515404 0.029 -0.119 0.282
C -1.826134 -0.902070 1.193604 0.046 0.147 0.187
H -0.814834 -3.487770 -4.358496 -0.036 0.050 0.140
H -0.855134 -1.748870 5.397704 0.108 0.145 -0.190
C 0.716366 1.335930 1.988404 -0.971 1.562 -1.917
C -0.604234 1.270730 5.068604 0.209 -1.008 -0.400
P 0.061966 1.599830 -3.045496 0.015 0.757 -0.200
F -0.231934 2.525530 4.621704 -0.215 0.905 0.363
C -0.759034 -1.636570 1.974504 1.030 -1.700 -2.777
H -2.371534 1.109030 0.625404 0.149 -0.033 0.120
H 2.657466 0.599530 1.586904 -0.068 0.054 -0.081
C -0.057334 1.137130 6.493304 -0.665 0.343 0.135
H -1.232434 1.993130 2.497804 0.157 -0.292 0.266
F -1.985934 1.223830 5.114804 -0.416 0.680 0.607
H -0.163734 1.379730 -5.482896 0.175 -0.087 0.094
H 1.043666 3.574730 -4.194096 0.043 -0.063 0.136
H 0.850666 -1.395970 5.719104 -0.161 -0.415 0.017
F 1.324766 1.113030 6.460004 -1.761 0.000 0.410
F -0.467234 2.223730 7.245704 0.835 -1.233 -0.140
H -1.124334 -2.461370 2.583604 0.173 0.356 0.298
H 1.411266 0.822030 -4.906196 -0.104 0.023 0.077
H 1.079966 3.737730 -2.418896 0.004 -0.086 -0.113
F -0.529334 -0.003970 7.111404 0.875 1.836 -0.519
H 0.617966 -0.742570 -0.226396 0.126 -0.009 0.132
C -0.671034 1.270130 1.910704 1.546 1.529 -1.541
C 1.279966 -0.778470 0.643204 -0.188 0.158 0.127
H 0.284566 -1.206970 -5.585296 -0.168 0.082 0.109
H 2.176366 -1.320170 0.323904 -0.141 0.032 0.098
H -0.878234 0.569930 -0.112596 -0.027 0.013 0.141
Cd 0.052066 -0.193670 3.464904 0.197 0.756 3.986
C 0.613666 -1.561670 1.762304 -1.990 -1.628 -1.855
H -2.728434 -0.883370 1.814304 0.057 -0.018 -0.087
H -0.717234 -3.768570 -2.600496 -0.013 0.095 -0.104
H 1.143566 2.124130 2.605304 -0.185 -0.250 0.268
H -1.508134 3.032030 -4.335496 0.005 -0.091 0.148
H 2.104366 -3.163270 -2.930196 -0.026 0.096 -0.090
C -0.915434 -3.017870 -3.372296 0.133 0.052 -0.090
H -2.087134 -1.463870 0.283704 0.102 0.120 0.158